[1]
The following is a quantum chemistry calculation of a 8-piece molecular cluster, C34H58N2O6 overall in a non-equilibrium geometry, from OMol25.

Last column: Mulliken charge in e.
CARTESIAN COORDINATES (ANGSTROEM)
1 C 1.79357 0.68439 5.86900  -0.560
2 C 2.39897 -0.29294 6.65141  -0.353
3 C 2.87439 -1.45665 6.03760  -0.332
4 N 2.74228 -1.70996 4.72925  -0.562
5 C 2.10411 -0.78457 4.01580  -0.141
6 C 1.60433 0.39549 4.52180  0.039
7 H 1.40693 1.61070 6.26963  0.417
8 H 2.67072 -0.15202 7.68895  0.349
9 H 3.51424 -2.16868 6.54437  0.396
10 H 1.98219 -1.06127 2.97241  0.508
11 H 1.18968 1.16156 3.87877  0.292
12 C -0.41508 -1.15690 -1.16465  0.065
13 C -0.08266 -1.65459 0.09141  -0.008
14 C -0.47429 -0.83334 1.13513  -0.835
15 N -1.05656 0.35298 1.00385  -0.443
16 C -1.43839 0.74146 -0.20027  -0.615
17 C -1.13540 0.02620 -1.35087  -0.874
18 H -0.27369 -1.72557 -2.07864  0.419
19 H 0.56288 -2.51644 0.17603  0.602
20 H -0.07698 -1.00165 2.13472  0.380
21 H -1.93138 1.70733 -0.28636  0.622
22 H -1.32739 0.25595 -2.38921  0.617
23 C 4.90592 -0.45720 -0.52893  -0.622
24 C 3.54670 -0.73687 0.03627  0.334
25 C 2.75176 0.55451 -0.22727  1.372
26 O 3.64596 1.43430 -0.88093  -0.388
27 C 4.96994 1.07176 -0.50369  -0.570
28 H 5.03537 -0.71028 -1.58356  0.208
29 H 5.73182 -0.88705 0.04107  0.392
30 H 3.62317 -1.04152 1.08480  0.135
31 H 3.08996 -1.62645 -0.41025  -0.302
32 H 2.31210 0.97840 0.68804  -0.466
33 H 1.86005 0.37023 -0.83247  -0.717
34 H 5.26177 1.41779 0.49490  0.262
35 H 5.70638 1.43169 -1.21800  0.385
36 C -3.77710 -4.41937 2.47507  -0.457
37 C -4.20700 -5.64945 1.71085  -0.536
38 C -4.05814 -5.19577 0.22792  -0.498
39 O -3.32869 -3.96247 0.23735  -0.379
40 C -2.74056 -3.82392 1.52667  -0.023
41 H -3.31723 -4.61555 3.44378  0.361
42 H -4.55124 -3.65621 2.55037  0.236
43 H -5.23926 -5.96384 1.85230  0.324
44 H -3.57355 -6.52070 1.88445  0.247
45 H -5.07328 -4.99176 -0.12422  0.247
46 H -3.62461 -5.90129 -0.47998  0.292
47 H -2.55804 -2.75380 1.64600  0.017
48 H -1.75401 -4.30830 1.55861  0.177
49 C 0.35920 4.55006 -4.92118  -0.580
50 C 1.34904 3.47551 -4.43529  -0.604
51 C 0.46734 2.68645 -3.49060  0.195
52 O -0.79327 2.57750 -4.15225  -0.407
53 C -0.91087 3.68272 -5.03323  -0.553
54 H 0.73965 4.92924 -5.86480  0.368
55 H 0.23046 5.28604 -4.12963  0.249
56 H 2.20664 3.90585 -3.91621  0.374
57 H 1.70985 2.81773 -5.22765  0.330
58 H 0.41173 3.23757 -2.54213  -0.210
59 H 0.84056 1.69641 -3.22307  0.210
60 H -1.82881 4.25355 -4.86986  0.312
61 H -0.98365 3.37820 -6.08562  0.285
62 C 3.94728 -5.12800 -3.21055  -0.549
63 C 2.99600 -4.63496 -2.10779  -0.419
64 C 2.12247 -3.59691 -2.83011  0.456
65 O 3.01424 -3.01396 -3.77172  -0.390
66 C 3.76564 -4.11187 -4.32219  -0.401
67 H 3.70858 -6.12665 -3.57733  0.229
68 H 5.00275 -5.14576 -2.93978  0.299
69 H 3.58014 -4.12942 -1.34330  0.232
70 H 2.40635 -5.48409 -1.76478  0.373
71 H 1.67439 -2.90233 -2.11588  -0.718
72 H 1.24249 -3.95438 -3.38475  0.357
73 H 4.66849 -3.60390 -4.67091  0.239
74 H 3.24077 -4.45272 -5.22239  0.271
75 C -5.45885 1.08712 1.56689  -0.370
76 C -5.19397 2.30192 0.70976  -0.263
77 C -5.88842 1.85291 -0.57776  -0.353
78 O -7.06920 1.15214 -0.14534  -0.421
79 C -6.95333 0.84001 1.24487  -0.454
80 H -5.29658 1.31448 2.62184  0.382
81 H -4.82985 0.25906 1.23800  0.078
82 H -4.12596 2.43220 0.51820  -0.018
83 H -5.57821 3.22976 1.13312  0.318
84 H -5.22793 1.14084 -1.07956  0.211
85 H -6.20373 2.65298 -1.24302  0.309
86 H -7.22070 -0.18240 1.49248  0.319
87 H -7.47214 1.57625 1.86262  0.286
88 C 0.70620 3.61812 1.77666  0.100
89 C 1.15100 4.92564 2.42508  -0.677
90 C 0.44456 5.91093 1.48599  -0.496
91 O 0.54241 5.29278 0.21759  -0.479
92 C 0.81230 3.91538 0.26636  0.360
93 H -0.32477 3.38351 2.06122  0.252
94 H 1.27284 2.71723 2.02993  -0.169
95 H 2.23657 4.98281 2.34646  0.294
96 H 0.83897 5.03056 3.46271  0.358
97 H 0.93552 6.88631 1.47041  0.297
98 H -0.60564 6.11725 1.71028  0.276
99 H 1.85229 3.66158 0.00338  0.198
100 H 0.21846 3.25045 -0.36445  -0.300

Forces on the atoms, in the same order (eV/Å):
-0.3282 -0.7892 -0.0552
0.7119 -0.2198 -0.1071
0.2978 0.4253 -0.7164
-0.1868 0.2816 0.6106
-0.1111 -0.7257 -0.4774
0.3227 0.7690 0.2315
0.1876 0.0408 0.1682
-0.3458 0.1651 0.0853
-0.3056 -0.0276 0.4131
0.0048 0.3311 -0.0605
-0.2232 -0.2396 -0.1349
-0.9133 -0.4788 -0.7030
-0.2303 1.0681 -0.9432
1.5721 0.2539 0.8027
-0.6443 -0.1071 0.2849
0.0287 0.6145 -1.0075
0.7979 -1.1916 0.5263
0.5343 -0.1303 0.1942
-0.2775 -0.1973 0.3604
-0.4442 -0.3900 0.0429
-0.0346 -0.0605 0.1751
-0.4550 0.6975 0.2230
1.2645 0.6896 -0.3692
-0.6425 -1.1344 0.3260
-0.5830 -0.5013 0.3703
0.1480 0.6661 0.0599
-0.0393 -0.7979 0.1286
-0.2849 -0.4587 0.1167
-0.1077 -0.1537 -0.0488
-0.0359 0.5633 0.1205
-0.0860 0.2554 -0.3143
0.5346 0.1578 0.1554
0.3387 0.1081 -0.4619
-0.3157 0.2729 0.0579
-0.2722 0.3556 -0.1467
0.9931 0.5118 0.0049
0.0148 -0.5543 -1.1477
-0.8435 0.5185 0.3048
0.0416 -0.5057 -0.0322
0.0950 0.5187 -0.4725
-0.3210 -0.0568 0.1125
-0.2709 -0.2850 0.2441
0.0141 0.0501 0.3338
0.1093 0.1477 0.3015
0.1270 0.2176 -0.3116
0.3034 -0.2111 0.2850
-0.1078 -0.0577 0.2570
-0.1531 -0.2695 0.1166
0.2581 -1.4412 0.4485
0.1383 0.0310 0.5368
0.4369 -0.0252 0.3896
0.1576 0.1522 0.1977
-0.1076 0.9620 -1.2922
-0.4827 0.5244 0.0009
0.1860 0.3340 -0.2634
0.0339 -0.0684 -0.0551
-0.0723 0.1958 -0.1988
-0.4322 0.0546 -0.0750
-0.0957 -0.1072 -0.3036
0.0306 -0.0893 0.4725
-0.0216 -0.5856 0.1850
0.3418 -0.1433 -0.5754
-0.3498 -0.4272 -0.8742
-0.0487 -0.1562 -0.0708
-0.2982 0.1422 0.5634
-0.1320 1.6711 -0.6806
-0.1329 -0.0092 0.1521
-0.1183 -0.0349 0.3951
-0.2650 -0.1691 0.3416
0.0808 0.2185 0.5976
0.5973 0.5540 -0.1907
0.2082 -0.7280 0.1180
0.2013 -0.4859 0.0468
-0.0460 -0.4128 0.2143
-0.5649 0.2103 0.4036
0.6981 -0.1228 -0.9025
-0.2943 0.0063 0.6715
-0.2728 -0.2145 0.1812
1.7719 0.5798 0.2673
0.0346 -0.3347 0.0217
-0.0014 -0.0627 0.1361
-0.0308 0.1472 0.0934
-0.2272 -0.0774 -0.0273
-0.0411 0.1104 -0.3062
0.1010 -0.0069 -0.0992
-0.4717 -0.0407 -0.3135
-0.6584 -0.2113 -0.1257
-0.5331 -1.0834 -0.0274
-0.6071 -0.3644 -0.2804
0.6979 -0.1338 0.2635
-0.3292 0.7539 -1.8338
1.0850 -0.7049 2.0212
-0.0560 0.1336 -0.0926
0.1959 0.2465 0.1357
0.0202 0.3925 0.0435
0.0712 -0.0437 0.0292
0.1410 -0.0699 -0.2755
-0.0683 -0.3548 0.3128
0.0018 0.5598 -0.3291
-0.6081 0.5926 0.0489

The value obtained for the energy relative to the best compared isomer or geometry (same formula, charge and spin) is 17.0 kcal/mol. As for the calculated total energy: -1891.10159 hartree. For the maximum force, the calculation gives 2.40 eV/A. Its SMILES is c1ccncc1.c1ccncc1.C1CCOC1.C1CCOC1.C1CCOC1.C1CCOC1.C1CCOC1.C1CCOC1. Its multiplicity is 1. For the orbital gap, the calculation gives 0.3671 hartree.



[2]
The following is a quantum chemistry calculation of a 8-piece molecular cluster, C34H59B2Br2F3N7O5 overall in a non-equilibrium geometry, from OMol25.

Last column: Mulliken charge in e.
CARTESIAN COORDINATES (ANGSTROEM)
1 O -3.65921 -2.15955 4.38898  -0.540
2 B -3.54577 -1.24553 3.34133  0.638
3 O -4.65561 -0.39420 3.13793  -0.628
4 O -2.50466 -1.14143 2.48313  -0.473
5 B -1.25579 -1.88323 2.78575  0.740
6 C -0.36232 -1.15901 3.99318  -0.862
7 C 0.45650 -2.18976 4.76554  -0.837
8 C 1.32111 -1.58952 5.89402  0.785
9 F 0.85653 -0.36165 6.32995  -0.330
10 Br 1.28622 -2.76854 7.47448  -0.105
11 C 2.78815 -1.37186 5.43857  0.301
12 F 3.43669 -2.56149 5.20781  -0.188
13 F 2.80101 -0.61984 4.29621  -0.155
14 Br 3.82091 -0.35328 6.78452  -0.164
15 O -1.31192 -3.33536 2.85967  -0.626
16 C -0.45566 -3.98452 1.93040  -0.636
17 C 0.34539 -2.80656 1.29184  0.152
18 O -0.41793 -1.68007 1.51609  -0.552
19 H -3.05784 -1.98759 5.11572  0.262
20 H -4.34945 0.50811 3.04027  0.254
21 H -0.96528 -0.53189 4.66200  0.423
22 H 0.33238 -0.48025 3.48956  0.123
23 H -0.18377 -2.97143 5.17281  0.622
24 H 1.15539 -2.69788 4.09352  0.038
25 H -1.03162 -4.53468 1.17699  0.273
26 H 0.13823 -4.65911 2.55644  0.276
27 H 0.48696 -3.04815 0.23412  0.347
28 H 1.33815 -2.82109 1.77271  -0.182
29 C 3.26935 -2.39625 -3.11756  -1.335
30 C 3.44872 -1.47119 -1.92241  -0.187
31 C 4.20801 -2.12148 -0.75548  -0.070
32 C 3.48312 -3.28350 -0.23145  0.304
33 N 2.85588 -4.16991 0.14651  -0.564
34 H 2.67179 -3.27216 -2.86421  0.338
35 H 2.75241 -1.87675 -3.92300  0.363
36 H 4.23784 -2.73778 -3.49662  0.392
37 H 2.46625 -1.14433 -1.58107  -0.102
38 H 3.99807 -0.58103 -2.23836  0.444
39 H 4.32693 -1.40895 0.06197  0.131
40 H 5.20271 -2.43785 -1.07614  0.300
41 C -0.11349 1.99625 -0.84934  -0.707
42 C -1.43435 1.47005 -1.40150  -0.134
43 C -1.59962 -0.03549 -1.18560  0.058
44 C -0.53254 -0.77055 -1.86482  0.285
45 N 0.30272 -1.35201 -2.40532  -0.536
46 H 0.74023 1.54158 -1.35636  0.291
47 H -0.04148 3.07657 -0.99022  -0.138
48 H -0.02526 1.78841 0.21811  0.272
49 H -1.49723 1.70033 -2.46807  0.026
50 H -2.26154 1.98751 -0.91330  0.435
51 H -2.55822 -0.38032 -1.57479  0.378
52 H -1.56263 -0.28936 -0.12633  -0.274
53 C -3.13786 -6.03531 10.44256  -1.148
54 C -1.75784 -5.98242 9.79756  -0.529
55 C -1.15737 -4.57300 9.78852  -0.049
56 C -2.00181 -3.64637 9.03057  0.233
57 N -2.68258 -2.93553 8.43265  -0.429
58 H -3.85629 -5.42722 9.89185  0.348
59 H -3.51526 -7.05822 10.45488  0.332
60 H -3.10420 -5.67542 11.47327  0.295
61 H -1.82255 -6.35458 8.77386  0.311
62 H -1.07978 -6.64656 10.33755  0.329
63 H -0.16766 -4.58390 9.33147  0.020
64 H -1.05416 -4.19334 10.80658  0.278
65 C -3.94197 3.75941 -6.00782  -1.142
66 C -3.83525 4.61808 -4.75269  -0.627
67 C -3.16746 3.88296 -3.58840  0.078
68 C -3.92719 2.68564 -3.21306  0.131
69 N -4.54660 1.75361 -2.93875  -0.556
70 H -4.56604 2.87975 -5.83638  0.423
71 H -4.39097 4.32802 -6.82236  0.311
72 H -2.95779 3.42197 -6.33874  0.260
73 H -4.83349 4.94583 -4.45503  0.362
74 H -3.25741 5.51346 -4.97511  0.316
75 H -3.09715 4.53482 -2.71693  0.440
76 H -2.15588 3.57540 -3.86114  0.007
77 C 6.77325 -2.59270 2.52038  -0.898
78 C 8.15940 -2.33645 1.93756  -0.431
79 C 8.49413 -0.84358 1.82870  -0.437
80 C 7.53825 -0.15962 0.95359  0.289
81 N 6.75937 0.33987 0.26804  -0.439
82 H 5.98972 -2.17719 1.88572  0.082
83 H 6.58674 -3.66249 2.60811  0.361
84 H 6.67550 -2.15114 3.51389  0.324
85 H 8.22739 -2.79637 0.94965  0.294
86 H 8.91204 -2.81617 2.56624  0.311
87 H 9.49583 -0.70232 1.42148  0.286
88 H 8.46082 -0.37212 2.81212  0.274
89 C 1.59088 6.98910 -1.73762  -1.364
90 C 1.22754 5.55577 -2.10734  -0.174
91 C 0.73579 5.42074 -3.55297  -0.409
92 C -0.47118 6.22436 -3.77361  0.281
93 N -1.41721 6.85930 -3.94702  -0.519
94 H 0.72441 7.64908 -1.80105  0.351
95 H 1.96349 7.03504 -0.71460  0.391
96 H 2.36760 7.38094 -2.39768  0.321
97 H 0.45858 5.19064 -1.42606  0.096
98 H 2.10003 4.91421 -1.97595  0.421
99 H 0.50206 4.38011 -3.78270  0.257
100 H 1.50505 5.75420 -4.25109  0.364
101 C -5.71668 2.36111 -9.42020  -0.721
102 C -5.52288 2.97940 -10.80015  -0.452
103 C -4.04704 3.10068 -11.19623  -0.438
104 C -3.31675 3.95552 -10.25489  0.276
105 N -2.76009 4.62972 -9.50514  -0.422
106 H -5.26765 2.97704 -8.64058  -0.013
107 H -6.77758 2.26484 -9.19024  0.342
108 H -5.26934 1.36685 -9.36803  0.315
109 H -5.98719 3.96711 -10.82367  0.292
110 H -6.03385 2.36792 -11.54622  0.306
111 H -3.95209 3.53160 -12.19332  0.290
112 H -3.57361 2.11774 -11.20816  0.277

Forces on the atoms, in the same order (eV/Å):
-0.2054 0.2711 -0.0641
-0.1068 0.2950 -0.5945
0.0308 -0.1787 0.5883
-0.2310 -0.4396 1.2281
1.5365 0.4016 -1.7224
-0.2551 -0.0631 0.0504
0.1259 0.2030 0.2149
-0.4652 0.2260 -0.0386
0.3599 -0.7574 -0.2836
0.2862 0.1690 -0.1713
0.5764 0.1360 -0.0822
-0.8023 1.3967 0.0149
0.0576 -1.0239 0.9247
-0.1230 -0.3573 -0.4051
-0.7328 -0.2173 0.3717
-0.3258 1.0845 0.8014
-0.1641 -1.5388 0.2578
-0.0916 0.3317 -0.1695
0.1940 -0.2480 -0.0227
0.0170 0.0191 -0.4989
0.0506 -0.1980 0.1664
-0.1667 0.0774 -0.0190
-0.0153 0.1051 0.0469
-0.1328 -0.0378 -0.0315
-0.0136 -0.0795 0.1091
0.3160 -0.2665 -0.6137
0.1051 0.4502 -0.0691
0.0256 0.5239 -0.0857
0.1186 -0.0426 -0.0231
-0.0443 -0.0058 -0.0702
-0.1971 0.0764 -0.0516
-0.1293 -0.1528 -0.0555
0.4083 -0.0044 -0.0996
-0.0106 0.0199 0.0582
-0.0277 0.0014 0.0165
-0.0022 -0.0102 0.0057
0.1074 -0.0219 0.0455
0.0685 0.0009 0.1348
0.0732 0.0278 -0.0179
0.0230 -0.0218 0.0548
-0.0121 0.0511 -0.0024
0.2160 0.1736 0.0988
-0.0182 0.1309 -0.0976
0.1624 -0.4370 -0.0668
-0.4112 0.3140 0.0646
-0.0075 -0.0538 0.0338
-0.0099 0.0022 0.0234
0.0175 -0.0438 -0.0131
-0.0428 -0.0737 -0.0132
-0.0643 -0.1020 -0.0080
-0.0041 -0.0051 -0.0252
0.0887 -0.1486 0.1801
-0.0002 -0.0364 -0.0213
-0.1484 -0.1140 0.0815
-0.1014 -0.1176 -0.1245
-0.2068 0.3869 -0.2391
0.2721 -0.3060 0.2831
0.0280 0.0440 0.0093
0.0036 0.0008 0.0226
-0.0120 0.0082 -0.0014
0.0626 0.0387 -0.0188
0.0695 0.0508 -0.0274
0.0111 0.0505 0.0031
0.0053 0.0258 0.0015
-0.0828 -0.0335 0.0302
-0.0942 -0.0244 -0.3202
-0.2049 0.0313 -0.0122
-0.2374 -0.3687 0.1403
0.2556 0.4189 -0.1617
0.0451 -0.0259 0.0354
0.0711 0.0335 -0.0162
-0.0076 0.0075 -0.0360
0.0285 -0.0013 0.0968
0.0281 0.0126 0.1160
0.0567 -0.0258 0.0236
0.0112 -0.0140 0.0122
0.0453 -0.0199 -0.0146
-0.1848 -0.1380 0.0922
-0.0576 -0.1443 -0.1005
-0.3005 0.2350 -0.2072
0.3392 -0.1845 0.2215
0.0069 0.0366 0.0183
-0.0119 0.0041 0.0170
-0.0276 0.0041 -0.0029
0.0628 0.0434 -0.0193
0.0641 0.0660 -0.0265
0.0065 0.0530 0.0108
-0.0143 0.0263 -0.0006
-0.0085 -0.0153 0.0161
0.1147 0.1686 0.1199
-0.0920 0.0236 0.2358
-0.3434 0.2253 -0.2607
0.4578 -0.2679 0.1607
-0.0013 -0.0041 -0.0473
0.0216 -0.0019 -0.0088
-0.0034 0.0133 0.0021
-0.0135 -0.0445 -0.0383
-0.0485 -0.0753 -0.0544
0.0039 -0.0013 -0.0402
-0.0243 0.0065 -0.0406
-0.0285 0.0235 -0.0252
-0.1284 -0.0925 0.1579
-0.1382 0.1061 0.0913
0.3038 0.2248 0.2355
-0.2478 -0.2698 -0.3163
0.0477 -0.0162 -0.0139
0.0021 -0.0247 -0.0004
0.0045 0.0008 0.0174
0.0397 0.0179 -0.0587
0.0628 0.0311 -0.0672
0.0556 -0.0131 -0.0099
0.0302 0.0018 0.0053

As for the charge: -1. As for the calculated total energy: -7588.02265 hartree. For the maximum force, the calculation gives 2.34 eV/A. Its multiplicity is 1. For the orbital gap, the calculation gives 0.2581 hartree.